DFT (ωB97M-V/def2-TZVPD) results for a molecular structure, C15H21F4MnN2O2Se2.

XYZ file:
```
47
Properties=species:S:1:pos:R:3:forces:R:3
Se 0.3676 -1.9946 -0.9565 0.0378 -0.2857 -0.1881
Se -0.3991 0.1968 1.7693 0.1165 0.0329 -0.0336
Mn 0.2895 0.3286 -0.4358 -0.5141 0.4967 -0.2727
F -4.3021 0.9084 -1.5538 -0.0056 0.0089 -0.0031
F -3.5670 5.3957 -0.3207 -0.0208 -0.0326 -0.0073
F -1.6234 0.4333 -1.2346 -0.0558 0.0080 -0.0019
F -0.9760 4.9020 0.0660 -0.0181 -0.0345 -0.0069
O -2.0097 -4.0036 2.4765 0.0212 -0.0146 0.0248
O 2.2112 -2.0677 1.2235 0.0140 -0.0247 0.0998
N 0.0428 2.2046 -0.3739 -0.0661 -0.0226 0.0872
N 1.7553 0.8804 -1.8369 0.0448 -0.1741 0.1835
C 1.1720 3.0173 -0.7887 -0.0666 0.0257 -0.0352
C -4.0143 3.1775 -0.9419 -0.0097 -0.0253 0.0004
C -2.1742 1.6860 -0.9744 -0.0577 -0.1454 -0.0483
C -3.1247 4.1601 -0.5468 0.0237 0.0722 0.0098
C -3.5145 1.9077 -1.1592 -0.0414 0.0374 0.0118
C -0.5874 -2.9629 0.4247 0.0487 0.0149 -0.0166
C 1.7398 2.3528 -2.0371 0.0576 -0.0663 -0.0311
C 2.1156 0.1654 -3.0713 -0.0210 0.0660 0.0150
C -0.6036 -4.0507 2.6240 -0.1271 -0.0273 -0.0155
C 2.5541 0.4911 -0.6797 0.1012 0.0187 -0.0166
C -1.7750 3.9117 -0.3532 -0.0158 0.1290 0.0319
C -0.4329 -1.5990 2.5662 0.0040 0.0204 0.0783
C 1.4962 -3.1234 1.8639 0.0784 -0.0337 -0.0109
C -1.2562 2.6378 -0.5638 0.2705 -0.0787 -0.0191
C -0.0010 -2.8702 1.8371 -0.1749 -0.0621 -0.0786
H -1.5988 -2.5575 0.4001 -0.0174 -0.0344 0.0433
H 0.8889 4.0438 -1.0151 0.0145 -0.0032 0.0076
H 3.1510 -2.2141 1.3802 -0.0116 -0.0025 -0.0466
H 2.7527 2.6953 -2.2727 -0.0133 0.0348 -0.0194
H 1.6999 -4.0741 1.3581 0.0485 0.0114 0.0067
H -0.6203 -3.9948 0.0798 0.0244 -0.0056 0.0274
H 1.9209 3.0649 0.0056 -0.0120 -0.0126 0.0252
H 1.0965 2.5456 -2.8958 -0.0191 0.0062 0.0135
H 1.4016 0.4354 -3.8466 0.0151 -0.0251 -0.0216
H 1.9238 0.4399 0.2717 0.2909 -0.0131 0.2390
H 1.8118 -3.2190 2.9075 0.0438 0.0485 -0.0167
H 2.9947 -0.4917 -0.8084 -0.0001 0.0096 -0.0100
H 0.1459 -1.5011 3.4851 0.0112 0.0000 -0.0083
H -0.2034 -4.9905 2.2271 0.0159 -0.0101 -0.0031
H 2.0755 -0.9099 -2.9115 0.0096 0.0051 0.0064
H 3.3171 1.2208 -0.4047 -0.0330 0.0344 -0.0322
H -1.4799 -1.7213 2.8395 0.0177 -0.0052 0.0378
H -2.4120 -4.7254 2.9699 0.0144 0.0303 -0.0044
H -0.3064 -3.9676 3.6748 -0.0191 0.0125 0.0188
H -5.0640 3.3960 -1.0704 -0.0010 0.0083 -0.0028
H 3.1213 0.4401 -3.3975 -0.0029 0.0074 -0.0177
```
Positions in Å, forces in eV/Å.

Calculated values
maximum force	0.0149	hartree/bohr
relative energy (zero: lowest compared OMol25 entry of this formula, charge and spin)	24.4	kcal per mole
lowest unoccupied orbital energy (spin up / spin down)	-4.10 / -5.48	eV
HOMO-LUMO gap (spin up / spin down)	6.8 / 5.6	eV
2S+1	4
net charge	+1
total energy	-195844.5321	eV

Mulliken atomic charge list, values in e, 8 entries: 0.001 -0.094 0.365 -0.291 -0.285 -0.291 -0.317 -0.521

DFT (ωB97M-V/def2-TZVPD) results for a gas-phase ion, C3H3N2OS2 (charge -1).

XYZ file:
```
11
Properties=species:S:1:pos:R:3:forces:R:3
S -1.1795 1.7742 -0.8020 0.5518 1.3608 -0.7176
S -0.6301 -0.5388 1.1423 -0.1400 1.6694 0.7781
O -2.9629 0.4866 0.5100 -0.8320 -0.4164 0.8109
N 1.1837 -0.0240 -0.8089 3.1600 -4.1927 1.5604
N 0.3292 -2.3963 -0.8960 1.3020 0.6871 -0.5663
C 1.0771 0.1354 0.6271 -2.6319 0.9821 1.2311
C -1.7963 0.6760 0.3001 0.1634 -0.9682 0.0716
C 0.8097 -1.3374 -0.9178 -0.6782 -0.8967 -1.5842
H 0.5130 0.5511 -1.1930 -2.2620 2.0224 -1.5246
H 0.9996 1.2468 0.7972 0.7143 -1.2883 0.4556
H 1.6566 -0.5737 1.2410 0.6526 1.0404 -0.5151
```
Positions in Å, forces in eV/Å.

Calculated values
maximum force	0.1065	hartree/bohr
relative energy (zero: lowest compared OMol25 entry of this formula, charge and spin)	20.4	kcal per mole
lowest unoccupied orbital energy	3.49	eV
SMILES string	N#CNCSC([O-])=S
HOMO-LUMO gap	7.8	eV
net charge	-1
total energy	-29858.3965	eV

Mulliken atomic charge list, values in e, 8 entries: -0.590 -0.191 -0.562 -0.350 -0.478 -0.617 0.434 0.480

DFT (ωB97M-V/def2-TZVPD) results for 3 unconnected molecules or ions with the total composition C4H13NO2.

XYZ file:
```
20
Properties=species:S:1:pos:R:3:forces:R:3
O -2.1492 -1.1656 -0.4201 0.1620 -0.3128 -0.1120
O 0.2782 -1.3401 -2.7609 0.6715 -0.1690 -0.2617
N 0.0325 0.8529 1.9588 -0.3984 -1.2223 -0.4236
C 0.0631 1.7751 0.8263 0.1906 0.3389 -0.1273
C 0.9306 -0.2636 1.5646 1.3160 0.8314 0.5129
C 1.0836 -0.3113 0.0342 -0.0881 0.2512 -0.0378
C 0.4299 1.0006 -0.4545 -0.4573 -0.1780 0.1465
H -0.8905 0.4447 2.0866 -0.0949 0.4431 -0.0880
H -2.8775 -0.5414 -0.3993 0.0236 0.1147 0.2061
H 0.8375 2.5338 0.9795 0.0139 -0.0915 0.3065
H 0.6852 -1.2195 2.0243 -0.2998 0.0987 0.0636
H -1.5678 -0.9741 0.3267 -0.2265 0.1365 -0.1457
H 1.8959 0.0465 1.9836 0.0866 -0.4039 -0.0301
H 0.6529 -1.1959 -0.4207 -0.3795 0.0658 0.0299
H 1.0875 1.6210 -1.0528 0.1380 -0.1134 -0.2623
H -0.1881 -0.5523 -3.0465 -0.3536 -0.1807 0.1088
H -0.4684 0.7847 -1.0377 0.1040 -0.0059 -0.0137
H 2.1259 -0.3666 -0.2735 0.1362 0.1260 0.1991
H -0.3516 -2.0032 -2.4700 -0.3831 0.2854 -0.0388
H -0.8720 2.3239 0.7520 -0.1613 -0.0142 -0.0321
```
Positions in Å, forces in eV/Å.

Calculated values
maximum force	0.0319	hartree/bohr
relative energy (zero: lowest compared OMol25 entry of this formula, charge and spin)	17.1	kcal per mole
lowest unoccupied orbital energy	0.55	eV
SMILES string	C1CCNC1.O.O
HOMO-LUMO gap	9.6	eV
total energy	-9943.4568	eV

Mulliken atomic charge list, values in e, 8 entries: -0.637 -0.643 -0.451 -0.689 -0.792 -0.270 -0.365 0.327

DFT (ωB97M-V/def2-TZVPD) results for C5H11NO in the gas phase.

XYZ file:
```
18
Properties=species:S:1:pos:R:3:forces:R:3
O -0.1721 -0.4077 -3.0256 0.0845 0.3286 0.1238
N 0.0566 1.0092 -1.2458 0.0409 0.0040 -0.1086
C -1.6016 0.3531 0.4485 -0.0385 -0.0024 0.0240
C -0.2591 0.0319 -0.2110 -0.0108 -0.1284 0.0489
C 0.8945 -0.0485 0.7982 0.0441 0.0502 -0.0070
C 0.9013 -1.3293 1.6288 -0.0235 -0.0597 0.0394
C 0.1128 0.6798 -2.5621 -0.0270 -0.0552 -0.0029
H -0.3422 -0.9172 -0.7509 0.0278 0.0910 0.1230
H -1.5274 1.2580 1.0653 0.0024 -0.1079 -0.1085
H -1.9346 -0.4667 1.0938 0.0854 0.1211 -0.0826
H 1.6647 -1.2791 2.4119 -0.1133 -0.0220 -0.1114
H 0.3738 1.9264 -0.9679 -0.0577 -0.0947 -0.0897
H 0.4513 1.5240 -3.1926 -0.0598 -0.0995 0.0515
H -2.3698 0.5194 -0.3124 0.1069 -0.0661 0.0989
H 0.8467 0.8281 1.4612 0.0051 -0.1014 -0.0943
H 1.1283 -2.1956 0.9976 -0.0780 0.1121 0.0863
H -0.0631 -1.5101 2.1157 0.1339 0.0489 -0.0542
H 1.8398 0.0244 0.2473 -0.1225 -0.0185 0.0637
```
Positions in Å, forces in eV/Å.

Calculated values
maximum force	0.0070	hartree/bohr
relative energy (zero: lowest compared OMol25 entry of this formula, charge and spin)	5.9	kcal per mole
lowest unoccupied orbital energy	0.90	eV
SMILES string	CC[C@@H](C)NC=O
HOMO-LUMO gap	10.6	eV
total energy	-8901.4407	eV

Mulliken atomic charge list, values in e, 8 entries: -0.561 -0.178 -1.398 0.282 -0.416 -1.205 -0.041 0.299

DFT (ωB97M-V/def2-TZVPD) results for a gas-phase ion, C2H10N3 (charge +1).

XYZ file:
```
15
Properties=species:S:1:pos:R:3:forces:R:3
N 0.1217 -0.4555 -0.1407 0.4776 0.0094 -0.2953
N -2.0108 -1.0747 0.6592 -0.5278 -0.3710 -0.1238
N 2.3029 0.4536 0.2166 0.1516 -0.0473 -0.0552
C 1.1086 0.6608 -0.5342 -0.2126 -0.0371 1.2790
C -1.3063 -0.0241 0.0090 -0.2247 0.2319 -0.1564
H 0.6031 1.5832 -0.2465 -0.1632 0.0581 -0.4242
H 0.2531 -1.2089 -0.8207 -0.3348 -0.0657 0.1667
H -2.8051 -0.7590 1.2054 0.3066 0.2127 0.1635
H -1.6931 0.2776 -0.9636 0.1765 -0.0888 -0.2223
H -2.4074 -1.7316 -0.0063 0.1678 -0.0387 0.0190
H -1.2510 0.8732 0.6173 -0.1668 -0.0031 0.2359
H 0.3879 -0.8602 0.7626 0.1812 0.0841 -0.0445
H 3.1292 0.7619 -0.2634 0.2744 -0.1932 -0.4028
H 1.2505 0.5654 -1.5989 0.1451 0.2406 -0.2119
H 2.3168 0.9383 1.1042 -0.2509 0.0082 0.0723
```
Positions in Å, forces in eV/Å.

Calculated values
maximum force	0.0252	hartree/bohr
relative energy (zero: lowest compared OMol25 entry of this formula, charge and spin)	24.8	kcal per mole
lowest unoccupied orbital energy	-3.15	eV
SMILES string	NC[NH2+]CN
HOMO-LUMO gap	11.4	eV
net charge	+1
total energy	-6699.9650	eV

Mulliken atomic charge list, values in e, 8 entries: -0.262 -0.590 -0.567 -0.303 -0.442 0.290 0.365 0.266